No. 1
Density functional theory data (the ωB97M-V functional and the def2-TZVPD basis) for a molecular structure, C25H32BIrO4 at a distorted geometry.

Cartesian coordinates (Å):
O  0.8698  2.1598  -2.8021
C  1.5566  3.1060  -3.6850
C  0.3577  4.1009  -3.6777
H  1.8142  2.7130  -4.6804
H  2.4998  3.4280  -3.2149
C  -0.2872  3.0617  -2.6814
H  -0.2433  4.1451  -4.6019
H  0.5120  5.1028  -3.2437
C  -1.6099  2.4654  -3.1590
H  -1.4843  1.5120  -3.6718
H  -2.0974  3.1705  -3.8496
H  -2.2328  2.2532  -2.2791
C  -0.5337  3.4776  -1.2349
H  0.3123  3.9466  -0.7027
H  -0.8342  2.5719  -0.6662
H  -1.3977  4.1757  -1.2135
Ir  -0.3737  -0.0403  1.7435
C  0.9683  2.3407  2.7815
C  1.1181  0.9367  2.9957
C  1.5450  0.3592  1.6637
H  1.2973  0.4264  3.9445
C  1.4825  1.4441  0.7041
C  1.2626  2.6358  1.4221
H  1.4256  3.6388  1.0615
H  0.7659  3.0565  3.5859
H  2.1853  -0.5350  1.5652
H  1.6443  1.3118  -0.3739
C  -2.2415  -0.3551  2.8301
C  -2.1066  1.0693  2.7516
C  -2.1897  1.4398  1.3760
H  -2.0133  1.7499  3.5910
C  -2.3450  0.2534  0.5856
C  -2.3707  -0.8713  1.4738
H  -2.4598  -1.8967  1.1682
H  -2.2343  -0.9340  3.7444
H  -2.2008  2.4520  1.0013
H  -2.4586  0.2382  -0.4885
O  -0.3005  -0.8918  -2.7972
C  -0.7064  -0.4184  -4.1131
C  0.0060  -1.0838  -5.2827
H  -0.3823  0.6259  -4.1570
H  -1.8016  -0.4876  -4.2554
C  0.9284  -2.0950  -4.5803
H  0.5592  -0.3277  -5.8569
H  -0.7029  -1.5481  -5.9725
C  0.6077  -1.9756  -3.0597
H  1.9739  -1.8312  -4.7901
H  0.7371  -3.1082  -4.9446
H  1.5411  -1.8276  -2.5008
H  0.1134  -2.8818  -2.6730
O  0.2962  -3.0100  2.5129
B  0.0644  -1.6731  2.9494
O  0.1445  -1.6648  4.3967
C  0.4151  -2.9461  4.7865
C  0.7324  -3.4097  6.0582
C  1.0365  -4.7791  6.1522
C  1.1223  -5.5878  5.0077
C  0.8650  -5.1022  3.7126
C  0.5050  -3.7649  3.6334
H  0.7629  -2.7494  6.9278
H  1.2218  -5.2087  7.1359
H  1.4093  -6.6299  5.1278
H  0.9481  -5.7337  2.8188

Gap between HOMO and LUMO (spin up / spin down): 4.4 / 5.3 eV
Charge: +1
Highest occupied orbital energy (spin up / spin down): -6.9 / -11.2 eV
2S+1: 6

No. 2
Density functional theory data (the ωB97M-V functional and the def2-TZVPD basis) for 8 unconnected molecules or ions with the total composition C16H45N8O18PSi.

Cartesian coordinates (Å):
C  5.1840  -0.5531  0.1006
C  5.9474  -1.7403  -0.4885
N  5.1660  -2.4335  -1.5392
Si  3.5176  -2.8367  -1.1987
O  2.3963  -1.8588  -1.8938
C  1.5688  -0.9493  -1.1613
C  0.3630  -1.6379  -0.4959
C  0.6484  -1.9995  0.9805
C  -0.8767  -0.7512  -0.6599
C  -2.1906  -1.3215  -0.1182
C  -2.5048  -2.6637  -0.7796
C  -3.3202  -0.3117  -0.3460
P  3.1089  -4.9140  -2.0070
O  2.6358  -5.8456  -0.9526
O  4.4870  -5.3477  -2.7387
O  2.0798  -4.8072  -3.2519
H  4.4931  -0.8546  0.8925
H  5.8942  0.1564  0.5371
H  4.6317  -0.0210  -0.6814
H  6.2281  -2.4326  0.3154
H  6.8793  -1.3854  -0.9388
H  5.6450  -3.2809  -1.8295
H  3.2542  -2.9279  0.2490
H  1.2352  -0.2014  -1.8886
H  2.1682  -0.4252  -0.4056
H  0.1992  -2.5593  -1.0689
H  0.8265  -3.0706  1.1098
H  1.5498  -1.4802  1.3160
H  -0.1698  -1.7076  1.6424
H  -1.0307  -0.5681  -1.7361
H  -0.6790  0.2301  -0.2034
H  -2.1044  -1.4776  0.9649
H  -3.5352  -2.9740  -0.5827
H  -2.3867  -2.5679  -1.8663
H  -1.8371  -3.4587  -0.4371
H  -4.2753  -0.7062  0.0169
H  -3.4398  -0.1009  -1.4166
H  -3.1313  0.6346  0.1678
H  4.4656  -6.2752  -3.0058
H  1.2000  -5.1100  -2.9890
C  -1.3144  -4.2871  -5.0719
N  -1.7671  -4.7619  -3.7373
O  -0.9658  -5.3264  -3.0167
O  -2.9094  -4.5073  -3.4334
H  -0.2955  -4.6169  -5.2357
H  -2.0020  -4.6857  -5.8109
H  -1.3834  -3.2046  -5.0139
C  -4.7548  3.9735  2.7528
N  -4.5158  3.0452  1.6149
O  -5.4500  2.3875  1.2109
O  -3.3914  3.0116  1.1615
H  -5.7924  3.8870  3.0502
H  -4.0764  3.6878  3.5511
H  -4.5202  4.9757  2.4067
C  8.9798  -5.1778  1.1224
N  8.9821  -3.8116  0.5300
O  8.6422  -2.8870  1.2353
O  9.3177  -3.7198  -0.6304
H  8.6573  -5.0996  2.1532
H  8.3002  -5.7810  0.5276
H  9.9907  -5.5650  1.0367
C  4.0790  0.5644  4.6204
N  3.3712  -0.1473  3.5211
O  3.4853  -1.3511  3.4578
O  2.7304  0.5367  2.7520
H  4.6045  -0.1713  5.2165
H  4.7570  1.2732  4.1544
H  3.3258  1.0952  5.1950
C  -7.8712  7.3468  0.5551
N  -6.5549  7.2516  1.2426
O  -5.6097  7.8359  0.7585
O  -6.5119  6.5920  2.2613
H  -7.7480  7.9673  -0.3238
H  -8.1724  6.3343  0.3029
H  -8.5708  7.7753  1.2667
C  -1.7362  1.1881  -4.0606
N  -2.2315  -0.1858  -4.3481
O  -1.4862  -0.9438  -4.9378
O  -3.3430  -0.4613  -3.9642
H  -0.7330  1.2770  -4.4586
H  -2.4281  1.8810  -4.5300
H  -1.7607  1.3127  -2.9815
C  -4.9806  9.4354  4.0718
N  -5.4477  8.7099  5.2843
O  -6.4644  9.0951  5.8190
O  -4.7733  7.7732  5.6524
H  -5.6762  10.2410  3.8695
H  -3.9820  9.8073  4.2796
H  -4.9504  8.7128  3.2601

Gap between HOMO and LUMO: 8.7 eV
SMILES: CCN[Si@@H](OC[C@@H](C)CC(C)C)P(=O)(O)O.C[N+](=O)[O-].C[N+](=O)[O-].C[N+](=O)[O-].C[N+](=O)[O-].C[N+](=O)[O-].C[N+](=O)[O-].C[N+](=O)[O-]
Highest occupied orbital energy: -9.1 eV

No. 3
Density functional theory data (the ωB97M-V functional and the def2-TZVPD basis) for a molecular structure, C47H50AsF3IN4PPbSSi2 at a distorted geometry.

Cartesian coordinates (Å):
Pb  -1.3174  0.0739  0.4217
I  -0.2621  -3.2388  0.8882
C  1.6044  -4.0370  1.5108
C  1.4309  -4.8049  2.6341
C  2.4379  -5.6363  3.1212
C  3.5933  -5.7529  2.4328
C  3.8329  -4.9862  1.2747
C  5.0213  -5.2375  0.5638
C  5.3374  -4.5150  -0.5333
C  4.5322  -3.4387  -0.8898
C  3.3380  -3.1351  -0.2744
P  2.6687  -1.4769  -0.8190
C  2.5758  -1.7603  -2.6388
C  1.2971  -1.8302  -3.1892
C  1.1187  -2.0042  -4.5529
C  2.2179  -2.1330  -5.3867
C  3.4950  -2.0800  -4.8506
C  3.6731  -1.8816  -3.4902
C  4.2822  -0.6126  -0.5782
C  4.9396  -0.8375  0.5723
C  6.1741  -0.1578  0.9262
C  6.6871  0.8015  0.1649
C  5.9984  1.2969  -1.0664
C  4.6810  0.5583  -1.4522
C  2.8776  -3.9940  0.8090
H  0.4740  -4.7856  3.1372
H  2.2575  -6.2213  4.0122
H  4.3587  -6.4451  2.7597
H  5.6782  -6.0250  0.9107
H  6.2279  -4.7277  -1.1095
H  4.8970  -2.7955  -1.6716
H  0.4257  -1.7183  -2.5560
H  0.1194  -2.0062  -4.9686
H  2.0884  -2.2784  -6.4506
H  4.3632  -2.1768  -5.4901
H  4.6840  -1.7972  -3.1156
H  4.5945  -1.6106  1.2486
H  6.6881  -0.5026  1.8145
H  7.6332  1.2669  0.4131
H  6.7272  1.3450  -1.8790
H  4.6509  0.2886  -2.5070
F  -4.2969  0.7240  -4.0945
C  -5.0404  1.5481  -3.3307
F  -5.5253  2.4851  -4.1789
F  -6.1041  0.8368  -2.9132
C  -4.2640  2.1695  -2.2103
C  -4.2552  3.5375  -2.0364
C  -3.4788  4.0981  -1.0258
C  -2.6869  3.2586  -0.2723
N  -2.6852  1.9381  -0.4216
C  -3.5002  1.3554  -1.3352
S  -3.5254  -0.3432  -1.3196
H  -4.8406  4.1733  -2.6863
H  -3.4883  5.1621  -0.8456
H  -2.0223  3.6342  0.4987
C  2.0168  2.6395  -4.9882
C  3.0131  3.5112  -4.5904
C  3.6073  3.3344  -3.3496
C  3.1952  2.2773  -2.5495
N  2.2180  1.4546  -2.9254
C  1.6443  1.6349  -4.1090
C  3.8677  1.9060  -1.2440
C  5.2098  2.6331  -0.8891
C  5.2857  3.1793  0.4946
C  4.3786  2.8438  1.4048
C  3.1755  2.1362  0.9894
N  2.8775  1.8049  -0.2036
H  1.5415  2.7387  -5.9533
H  3.3401  4.3119  -5.2407
H  4.3798  4.0166  -3.0280
H  0.8523  0.9432  -4.3646
H  5.5286  3.3910  -1.6034
H  6.1281  3.8194  0.7272
H  4.4316  3.1789  2.4310
H  2.4176  1.9653  1.7454
C  -6.4001  -1.6991  0.7507
C  -5.3562  -2.8164  0.8853
C  -4.0581  -2.2587  1.1995
N  -3.0438  -1.7813  1.4471
H  -7.3777  -2.1302  0.5428
H  -6.1251  -1.0402  -0.0710
H  -6.4585  -1.1099  1.6646
H  -5.2591  -3.3565  -0.0592
H  -5.6344  -3.5272  1.6664
C  -4.8490  -0.4347  4.2856
Si  -3.9765  1.1260  3.6233
C  -4.0297  2.3254  5.1076
C  -5.0635  1.9134  2.2769
As  -1.7456  1.1704  2.9206
Si  -0.8486  -0.4990  4.3175
C  0.9689  -0.8583  3.8224
C  -1.7295  -2.1824  4.4487
C  -0.7935  0.2107  6.0874
H  -5.9066  -0.2351  4.4654
H  -4.4037  -0.7360  5.2341
H  -4.7710  -1.2797  3.6029
H  -5.0406  2.5126  5.4736
H  -3.5821  3.2797  4.8273
H  -3.4427  1.9222  5.9339
H  -6.0962  2.0348  2.6058
H  -5.0651  1.3177  1.3617
H  -4.6728  2.9002  2.0232
H  1.1005  -0.8337  2.7369
H  1.2881  -1.8429  4.1664
H  1.6575  -0.1277  4.2515
H  -2.2399  -2.4124  3.5186
H  -2.4671  -2.1873  5.2515
H  -1.0274  -2.9944  4.6419
H  -0.3694  1.2157  6.0794
H  -0.2106  -0.4010  6.7774
H  -1.8060  0.2887  6.4869

Gap between HOMO and LUMO: 7.1 eV
Highest occupied orbital energy: -6.9 eV

No. 4
Density functional theory data (the ωB97M-V functional and the def2-TZVPD basis) for a molecular structure, C25H30LiN11O6P2 at a distorted geometry.

Cartesian coordinates (Å):
Li  8.6645  9.8723  20.8220
N  5.1243  9.3852  22.7788
C  6.2368  10.2011  23.4177
C  5.8057  10.6707  24.8220
P  6.7235  11.5531  22.3018
O  5.3620  12.5160  22.2566
O  6.7665  10.9187  20.9323
O  7.8126  12.2477  23.0294
P  7.5808  8.9049  23.5110
O  8.1871  9.1110  24.9841
O  6.8055  7.6267  23.4203
O  8.6519  9.1559  22.5226
H  5.0446  9.5678  21.7824
H  4.2272  9.5137  23.2716
H  5.4428  8.3925  22.9814
H  4.9366  11.3220  24.8242
H  6.5970  11.2173  25.2961
H  5.5894  9.8256  25.4709
H  5.4427  13.2181  22.8903
H  8.8228  9.8130  24.9272
N  6.9682  8.6275  18.4578
C  8.1713  8.0476  18.5288
N  8.5478  7.1979  17.5590
C  9.7682  6.6546  17.7500
N  10.2490  5.8507  16.7676
N  10.5728  6.8225  18.8064
C  10.0820  7.6893  19.7054
N  8.9265  8.3399  19.6112
C  10.9110  7.9158  20.9281
C  11.2970  6.8358  21.7080
C  12.0033  7.0838  22.8776
C  12.2434  8.4048  23.2323
C  11.8004  9.4186  22.3836
N  11.1498  9.1853  21.2413
H  6.4924  8.5532  17.5773
H  6.7502  9.3694  19.0914
H  9.6686  5.7138  15.9521
H  11.0472  5.2821  16.9704
H  11.0722  5.8263  21.3886
H  12.3069  6.2804  23.5201
H  12.7440  8.6430  24.1538
H  12.0044  10.4524  22.6587
N  7.2512  10.9603  13.2180
C  7.1872  10.5722  11.8985
C  6.4616  11.0594  10.8124
C  6.6880  10.4780  9.5824
C  7.6189  9.4373  9.4563
C  8.3037  8.9413  10.5404
C  8.1007  9.5288  11.7923
N  8.7398  9.3010  13.0130
C  8.2084  10.1782  13.8239
C  8.5821  10.3715  15.2433
C  7.8293  11.1975  16.0681
C  8.2817  11.3967  17.3710
N  9.4221  10.9060  17.8492
C  10.1290  10.1242  17.0532
C  9.7457  9.7917  15.7583
H  6.8508  11.7873  13.6476
H  5.7819  11.8936  10.9059
H  6.1209  10.8253  8.7109
H  7.7924  8.9763  8.4830
H  8.9957  8.1077  10.4578
H  6.9055  11.6642  15.7248
H  7.6970  12.0055  18.0708
H  11.0293  9.7008  17.4566
H  10.3499  9.1404  15.1327
C  5.9594  15.7086  18.5584
C  5.9425  14.3292  19.1643
C  7.2861  13.9454  19.5906
N  8.3516  13.6118  19.8561
H  4.9592  16.0158  18.2300
H  6.6345  15.7440  17.7121
H  6.3165  16.4473  19.2741
H  5.6211  13.5597  18.4451
H  5.2818  14.2804  20.0379

Gap between HOMO and LUMO: 8.7 eV
Highest occupied orbital energy: -8.6 eV

No. 5
Density functional theory data (the ωB97M-V functional and the def2-TZVPD basis) for a molecular structure, C24H47InNO7 at a distorted geometry.

Cartesian coordinates (Å):
C  1.6258  2.6835  3.2062
C  2.1104  3.0457  1.7545
C  2.3421  4.6213  1.7034
O  1.1768  5.2831  1.2275
C  1.3498  6.7244  1.2864
In  -0.2654  7.8459  2.3900
C  -2.0954  6.6330  2.8914
C  -3.0859  6.4815  1.6426
C  -4.0352  5.2141  1.7901
C  -4.0432  4.2446  0.5555
N  -3.0135  3.1707  0.6182
C  -2.9996  2.2279  -0.4012
C  -1.9212  1.3413  -0.0510
C  -1.3194  1.8052  1.2109
C  -2.0435  3.0066  1.5875
H  2.2612  3.2107  3.9637
H  1.6521  1.5693  3.3560
H  0.5421  2.9670  3.3091
H  3.0454  2.4817  1.4897
H  1.3637  2.8273  0.9536
H  2.5812  4.9378  2.7520
H  3.2337  4.7825  1.0376
H  1.4298  7.1521  0.2491
H  2.3245  6.9565  1.8075
H  0.4537  8.3784  3.9715
H  -0.7630  9.2192  1.3458
H  -1.8720  5.6504  3.3822
H  -2.6710  7.2321  3.6576
H  -2.5477  6.4703  0.6644
H  -3.7385  7.3967  1.6923
H  -5.0888  5.6077  1.8825
H  -3.8528  4.6668  2.7540
H  -4.0317  4.7755  -0.4290
H  -5.0265  3.6909  0.5983
H  -3.6555  2.1251  -1.2811
H  -1.5044  0.4247  -0.5370
H  -0.4765  1.3838  1.7898
H  -1.8568  3.6285  2.4791
O  -0.2938  -0.7400  -2.4270
C  -0.0144  -1.8956  -2.2267
O  -0.8873  -2.6934  -1.5917
C  -0.7539  -4.1242  -1.4664
C  0.1161  -4.4818  -0.2784
C  1.3417  -2.4390  -2.5941
H  -0.3989  -4.5771  -2.4017
H  -1.7627  -4.5084  -1.3038
H  1.1331  -4.1001  -0.3980
H  0.1665  -5.5628  -0.1500
H  -0.2831  -4.0391  0.6295
H  2.0468  -2.2063  -1.7955
H  1.6673  -1.9506  -3.5134
H  1.3504  -3.5062  -2.7914
O  0.6171  -5.3145  -3.7308
C  0.4134  -5.3950  -4.9168
O  -0.5009  -6.2653  -5.3771
C  -0.9564  -6.3103  -6.7345
C  -0.0349  -7.1532  -7.5928
C  1.2306  -4.6014  -5.9021
H  -1.0965  -5.3044  -7.1340
H  -1.9442  -6.7713  -6.7060
H  0.9710  -6.7324  -7.6356
H  -0.4209  -7.2288  -8.6108
H  0.0589  -8.1576  -7.1759
H  2.1610  -5.1326  -6.1037
H  1.4593  -3.6341  -5.4557
H  0.7162  -4.3944  -6.8376
O  0.6584  -5.0782  2.2429
C  1.3047  -4.3220  2.9208
O  0.7345  -3.2003  3.3928
C  1.3427  -2.3279  4.3531
C  2.2548  -1.3243  3.6777
C  2.7714  -4.5606  3.1741
H  1.8515  -2.8979  5.1333
H  0.5238  -1.7988  4.8414
H  3.0824  -1.8163  3.1629
H  2.6684  -0.6279  4.4089
H  1.7044  -0.7582  2.9244
H  3.3466  -4.1757  2.3318
H  2.9329  -5.6349  3.2579
H  3.1374  -4.1209  4.0993

Gap between HOMO and LUMO: 5.6 eV
Charge: -1
Highest occupied orbital energy: -4.0 eV

No. 6
Density functional theory data (the ωB97M-V functional and the def2-TZVPD basis) for a molecular structure, C26H24AuF5NOP2 at a distorted geometry.

Cartesian coordinates (Å):
C  -1.1488  2.3141  -3.6069
C  -1.3032  1.8586  -2.2766
C  -1.4665  0.4591  -2.0942
C  -1.4687  -0.4279  -3.1589
C  -1.3141  0.0397  -4.4732
C  -1.1748  1.4326  -4.7079
C  -1.2365  -1.8558  -2.7444
C  -2.2509  -2.2047  -1.7142
C  -2.2811  -1.2917  -0.6671
C  -2.9115  -1.6219  0.5445
C  -3.4587  -2.9191  0.6678
C  -3.3770  -3.8439  -0.3719
C  -2.7836  -3.4851  -1.5878
H  -0.9110  3.3789  -3.7523
H  -1.3065  -0.6738  -5.2926
H  -1.0446  1.8040  -5.7091
H  -1.4038  -2.4908  -3.6647
H  -3.8282  -3.2394  1.6482
H  -3.7525  -4.8349  -0.2703
H  -2.6792  -4.1561  -2.4368
N  -1.5237  -0.0911  -0.7925
Au  0.4198  -0.4111  -0.0517
C  -0.9586  2.6195  -1.0349
H  -1.7172  2.4229  -0.2757
H  -0.8875  3.6974  -1.2691
C  -2.6827  -0.6754  1.6743
H  -2.9008  0.3401  1.3706
H  -3.2666  -0.9622  2.5621
P  0.6539  1.9683  -0.4367
P  -0.8773  -0.7401  2.0288
C  -0.6530  -2.3228  2.8653
H  0.3799  -2.3864  3.1982
H  -1.3138  -2.3864  3.7375
H  -0.8582  -3.1617  2.1930
C  -0.6585  0.5006  3.2967
H  -1.2041  0.1956  4.1927
H  0.4033  0.5771  3.5352
H  -1.0307  1.4631  2.9516
C  1.8494  2.4267  -1.6769
H  1.7088  3.4695  -1.9623
H  2.8453  2.2994  -1.2558
H  1.7689  1.7934  -2.5566
C  1.0675  2.9444  0.9771
H  2.0314  2.6191  1.3469
H  1.1392  3.9889  0.6763
H  0.3299  2.8420  1.7709
C  1.7412  -1.8670  0.3202
O  2.2100  -2.9266  0.4342
H  -0.4068  -1.8596  -2.1846
F  2.0952  -1.0703  3.3005
C  2.8138  -0.2605  2.4646
C  2.6295  -0.3500  1.0686
C  3.6491  0.2772  0.3580
F  3.6873  0.0839  -0.9866
C  4.7130  0.9946  0.9256
F  5.6141  1.6399  0.1869
C  4.8060  1.1319  2.3275
F  5.7422  1.8845  2.8861
C  3.8439  0.4631  3.0843
F  3.8977  0.5861  4.4182

Gap between HOMO and LUMO (spin up / spin down): 7.6 / 5.5 eV
Charge: +1
Highest occupied orbital energy (spin up / spin down): -10.3 / -11.1 eV
2S+1: 3

no.,electronic energy (hartree)
1,-1401.4261
2,-3059.3447
3,-6384.4764
4,-2715.0962
5,-1714.0941
6,-2452.5172